ORCA calculation (the ωB97M-V functional and the def2-TZVPD basis) on a 2-piece molecular cluster, C16H25BClIN2O6P overall at a distorted geometry.

Its total charge is +1. For the LUMO energy, the calculation gives -4.616 eV. Its HOMO energy is -11.63 eV. Its frontier orbital gap is 7.02 eV. The value obtained for the largest force on an atom is 2.409 eV Å⁻¹.

```
53
Properties=species:S:1:pos:R:3:lowdin_charge:R:1
C 3.09 2.17 -1.08 -0.086
C 2.07 3.18 -0.42 -0.303
C 1.07 2.50 0.58 -0.660
I 0.66 3.90 2.22 0.869
C -0.29 2.01 -0.05 -0.312
C -0.94 2.92 -1.14 -0.174
C -2.48 3.23 -1.07 -0.081
C -2.85 4.73 -1.42 -0.385
C -4.12 5.12 -0.56 -0.032
O -3.17 4.76 -2.80 -0.047
C -0.36 2.19 -2.39 0.102
N -0.02 0.96 -2.12 0.133
C -0.34 0.60 -0.71 -0.405
B -1.80 -0.11 -0.89 -0.666
O -2.02 -0.82 -2.11 0.089
O -2.82 -0.04 0.07 0.172
P 0.67 -0.77 0.13 0.711
O -0.03 -0.85 1.67 -0.298
Cl 0.19 -2.62 -0.74 0.337
H 2.58 1.65 -1.92 0.052
H 3.38 1.44 -0.29 0.077
H 3.97 2.70 -1.49 0.086
H 2.69 3.92 0.15 0.082
H 1.59 3.76 -1.24 0.097
H 1.63 1.66 1.06 0.061
H -0.97 2.01 0.84 0.102
H -0.49 3.94 -1.21 0.142
H -3.11 2.55 -1.69 0.129
H -2.78 3.05 -0.01 0.128
H -2.01 5.41 -1.20 0.147
H -4.82 5.72 -1.18 0.093
H -3.83 5.69 0.35 0.090
H -4.65 4.21 -0.22 0.082
H -4.07 4.43 -2.89 0.090
H -0.14 2.53 -3.42 0.177
H 0.41 0.31 -2.78 0.188
H -2.58 -0.25 -2.66 0.111
H -3.66 -0.13 -0.39 0.123
H -0.71 -0.16 1.78 0.053
C 1.50 -4.67 3.00 -0.071
C 1.73 -4.73 1.63 -0.088
C 2.26 -5.88 1.06 0.001
C 2.55 -6.97 1.88 -0.143
C 2.34 -6.92 3.25 0.005
C 1.81 -5.76 3.81 -0.061
N 3.09 -8.19 1.28 -0.359
O 3.28 -8.20 0.08 0.081
O 3.30 -9.13 2.02 0.089
H 1.09 -3.77 3.44 0.104
H 1.49 -3.88 1.00 0.016
H 2.43 -5.92 0.00 0.118
H 2.57 -7.76 3.89 0.122
H 1.64 -5.71 4.88 0.110
```